Density functional theory data (ωB97M-V/def2-TZVPD) for a molecular structure, C34H23BrN2O7PtS.

Its LUMO energy is -2.332 eV. The largest force on an atom is 0.9 eV/Å. The multiplicity is 1. For the HOMO-LUMO gap, the calculation gives 6.7 eV. The charge is 0.

Atoms and positions in Å:
Pt 0.2751 1.0078 -1.5289
O -2.1361 -0.5258 -0.3613
C -1.7491 -1.0221 -1.4030
O -0.8078 -0.5857 -2.1756
C -2.3808 -2.2957 -1.9132
C -3.4796 -2.8042 -1.2357
C -4.0465 -3.9851 -1.6740
C -3.5625 -4.6875 -2.7598
C -2.4668 -4.1508 -3.4060
C -1.8664 -2.9705 -3.0103
N -1.9145 -4.8781 -4.5680
O -0.9616 -4.3842 -5.1361
O -2.4490 -5.9188 -4.8860
N -5.2163 -4.5306 -0.9514
O -5.6914 -5.5683 -1.3617
O -5.6053 -3.9220 0.0219
H -3.8718 -2.2802 -0.3766
H -4.0178 -5.6097 -3.0850
H -1.0108 -2.5817 -3.5411
C 1.5640 -0.2971 -1.2512
C 2.3298 -1.2484 -1.0971
C 3.1724 -2.2910 -0.9131
C 3.0051 -3.4874 -1.7394
C 2.4551 -3.3749 -3.0213
C 2.2599 -4.5015 -3.7972
C 2.5846 -5.7552 -3.2909
C 3.1116 -5.8803 -2.0122
C 3.3312 -4.7529 -1.2399
C 4.2091 -2.1952 0.1113
C 5.4441 -2.8346 -0.0415
C 6.4193 -2.6900 0.9282
C 6.1624 -1.9299 2.0633
C 4.9364 -1.2964 2.2218
C 3.9648 -1.4112 1.2443
H 2.1991 -2.3937 -3.3998
H 1.8421 -4.4081 -4.7904
H 2.4172 -6.6380 -3.8943
H 3.3449 -6.8587 -1.6145
H 3.7169 -4.8511 -0.2342
H 5.6464 -3.4103 -0.9349
H 7.3822 -3.1655 0.7996
H 6.9245 -1.8290 2.8251
H 4.7371 -0.7131 3.1110
H 2.9962 -0.9366 1.3512
Br 1.0092 3.1353 -0.8501
O 0.7162 -0.8665 1.3660
S -0.4393 -1.0710 2.2901
C 0.2578 -1.0163 3.9487
C 1.4966 -0.4301 4.1474
C 2.0296 -0.3918 5.4261
C 1.3278 -0.9429 6.4914
C 0.0910 -1.5354 6.2792
C -0.4473 -1.5775 5.0005
C -1.3267 0.4779 2.3977
C -2.6729 0.4430 2.7189
C -3.3729 1.6365 2.8133
C -2.7251 2.8389 2.5646
C -1.3799 2.8534 2.2157
C -0.6706 1.6659 2.1340
H 2.0212 -0.0086 3.2987
H 2.9920 0.0740 5.5968
H 1.7474 -0.9122 7.4882
H -0.4526 -1.9708 7.1071
H -1.4088 -2.0447 4.8229
H -3.1721 -0.5069 2.8706
H -4.4264 1.6263 3.0597
H -3.2750 3.7692 2.6249
H -0.8852 3.7890 1.9903
H 0.3684 1.6508 1.8290